Entry 1:
ORCA calculation (the ωB97M-V functional and the def2-TZVPD basis) on a molecular structure, C13H12HfO5P in a non-equilibrium geometry.

total charge: +3
HOMO energy (alpha / beta): -19.47 / -19.63 eV
Kohn-Sham gap (alpha / beta): 0.1551 / 0.1661 hartree
max |F|: 0.14469 Eh/bohr

Last column: Löwdin charge in e.
CARTESIAN COORDINATES (ANGSTROEM)
O: 0.6817 1.0032 -6.7631  0.121
C: 0.7085 0.6135 -5.6879  0.035
Hf: -0.3853 0.0090 -1.9677  0.899
O: -2.1124 0.9960 -4.8125  0.225
C: -1.4156 0.7876 -3.9112  -0.059
C: -2.4642 -0.5598 -1.1428  -0.044
O: -3.4589 -0.9777 -0.7155  0.260
C: 0.9246 -1.8233 -1.8682  -0.180
O: 1.4918 -2.8376 -1.7807  0.232
C: -1.3143 -1.7722 -3.0884  -0.099
O: -1.6630 -2.7168 -3.6532  0.282
H: 0.8925 -0.5124 -3.1335  0.064
C: -0.6157 -2.0691 1.2813  -0.192
P: -0.1029 -0.5398 0.4814  1.122
C: 0.4359 1.9719 -1.3367  -0.275
C: 0.4334 0.4092 1.8736  -0.443
C: -0.5608 0.9533 2.7134  -0.048
C: -0.2580 1.1728 4.0512  0.019
C: 1.0268 0.9058 4.5464  0.036
C: 2.0512 0.5505 3.6545  0.016
C: 1.7730 0.3082 2.3123  -0.027
H: -1.0739 -2.7724 0.5791  0.067
H: -1.3446 -1.7853 2.0487  0.096
H: 0.2787 -2.5143 1.7338  0.105
H: -0.1860 2.5140 -0.6068  0.023
H: 1.4347 1.8770 -0.8789  0.028
H: 0.5496 2.6428 -2.2123  0.032
H: -1.5480 1.1595 2.3016  0.126
H: -1.0298 1.5465 4.7332  0.151
H: 1.2308 0.9838 5.6198  0.150
H: 3.0754 0.4497 4.0291  0.149
H: 2.5450 0.0265 1.5999  0.127

=====

Entry 2:
ORCA calculation (the ωB97M-V functional and the def2-TZVPD basis) on 2 unconnected molecules or ions with the total composition C4H11NO in a non-equilibrium geometry.

total charge: +1
HOMO energy (alpha / beta): -15.18 / -15.11 eV
Kohn-Sham gap (alpha / beta): 0.3798 / 0.1925 hartree
relative energy (zero: lowest compared OMol25 entry of this formula, charge and spin): 71.0 kcal/mol
2S+1: 2
max |F|: 0.09243 Eh/bohr
expectation value of S²: 0.758

Last column: Mulliken spin population.
CARTESIAN COORDINATES (ANGSTROEM)
C: -1.0968 -0.4207 1.7893  0.075
C: -0.6201 0.8144 1.2208  -0.064
O: 0.4430 1.3871 1.3828  0.791
N: -1.5565 1.4808 0.4001  0.184
H: -0.3938 -1.2482 1.5848  -0.003
H: -2.0488 -0.7799 1.4385  0.002
H: -0.9798 1.8904 -0.3166  -0.003
H: -2.3377 1.0294 0.0592  -0.007
H: -0.9087 -0.4643 2.8895  -0.005
C: 1.7238 0.1335 -1.1879  0.014
C: 0.6186 -0.9726 -1.4592  -0.004
H: 1.6743 0.7585 -0.2587  0.007
H: 2.5892 -0.4564 -0.8771  0.005
H: 1.8967 0.7337 -1.9835  0.000
H: 0.9425 -1.7717 -2.1907  0.004
H: -0.2132 -0.7025 -2.0331  0.002
H: 0.2671 -1.4115 -0.4583  0.002

=====

Entry 3:
ORCA calculation (the ωB97M-V functional and the def2-TZVPD basis) on a molecular structure, C20H26AsF3N3NiOS6Sb in a non-equilibrium geometry.

total charge: -2
HOMO energy (alpha / beta): -0.94 / -0.94 eV
Kohn-Sham gap (alpha / beta): 0.1709 / 0.1709 hartree
relative energy (zero: lowest compared OMol25 entry of this formula, charge and spin): 44.0 kcal/mol
2S+1: 3
max |F|: 0.02106 Eh/bohr
expectation value of S²: 2.011

Last column: Mulliken spin population.
CARTESIAN COORDINATES (ANGSTROEM)
Ni: 0.0803 -0.0519 -0.4120  1.514
F: 4.2659 0.5732 2.8122  -0.001
C: 3.3652 0.4149 3.7725  -0.005
F: 3.7475 -0.6860 4.4874  0.000
F: 3.5258 1.4574 4.6360  0.000
C: 1.9387 0.2954 3.3302  0.005
C: 1.0071 0.2835 4.3541  -0.006
C: -0.3459 0.1483 4.0869  0.002
C: -0.7069 0.0108 2.7564  -0.007
N: 0.1716 0.0066 1.7722  0.030
C: 1.5069 0.1646 1.9848  0.011
S: 2.4083 0.1799 0.5327  0.086
H: 1.3513 0.3875 5.3766  -0.001
H: -1.0882 0.1522 4.8721  0.000
H: -1.7461 -0.0944 2.4577  0.001
S: 0.9730 3.5905 -3.1678  -0.001
As: -0.4434 2.1133 -2.6209  -0.007
S: 0.4247 0.0619 -2.7069  0.130
S: -0.8007 2.0930 -0.4180  0.158
S: -2.2848 2.2245 -3.7114  0.000
C: -6.8260 2.2278 -0.5881  0.000
C: -5.7079 1.7438 -1.5062  0.000
C: -4.3756 1.5596 -0.8003  0.005
N: -4.4290 0.5028 0.2092  0.008
C: -3.8299 -0.6836 0.1011  0.005
S: -2.7673 -1.1224 -1.0792  0.002
N: -4.1355 -1.5838 1.1551  0.003
C: -5.3086 -1.8100 1.8262  0.001
O: -5.3184 -2.3834 2.9013  0.001
C: -6.5977 -1.4388 1.1511  0.001
C: -7.6780 -1.0877 1.9530  0.000
C: -8.9083 -0.8087 1.3793  0.000
C: -9.0676 -0.9049 0.0032  0.000
C: -7.9957 -1.2752 -0.7967  0.000
C: -6.7584 -1.5346 -0.2277  0.000
H: -7.7395 2.4462 -1.1463  0.000
H: -6.5271 3.1426 -0.0684  0.000
H: -7.0856 1.4805 0.1687  0.000
H: -5.5330 2.4570 -2.3141  0.000
H: -5.9885 0.7996 -1.9839  0.000
H: -4.0567 2.4797 -0.3084  -0.004
H: -3.6010 1.3136 -1.5254  -0.001
H: -4.9917 0.6689 1.0284  -0.001
H: -3.3582 -2.1605 1.4397  -0.002
H: -7.5349 -1.0445 3.0250  0.000
H: -9.7437 -0.5192 2.0045  0.000
H: -10.0274 -0.6849 -0.4477  0.000
H: -8.1145 -1.3463 -1.8701  0.000
H: -5.9214 -1.8135 -0.8572  0.000
C: -0.3574 -4.4458 -0.6609  0.035
Sb: 0.6308 -2.5633 -0.2866  0.031
C: 2.2651 -2.9590 -1.6033  -0.003
C: 1.6027 -3.2443 1.5102  0.013
H: 0.4015 -5.2279 -0.7215  -0.001
H: -0.9153 -4.3979 -1.5956  0.001
H: -1.0517 -4.6761 0.1484  -0.001
H: 2.8378 -3.8101 -1.2305  0.001
H: 2.8882 -2.0682 -1.6448  -0.001
H: 1.8858 -3.1718 -2.6022  0.000
H: 1.7915 -4.3172 1.4355  0.001
H: 0.9922 -3.0432 2.3913  -0.001
H: 2.5449 -2.7061 1.6051  0.000

=====

Entry 4:
ORCA calculation (the ωB97M-V functional and the def2-TZVPD basis) on 2 unconnected molecules or ions with the total composition C2H2N2O2 in a non-equilibrium geometry.

HOMO energy: -10.97 eV
Kohn-Sham gap: 0.4081 hartree
relative energy (zero: lowest compared OMol25 entry of this formula, charge and spin): 37.6 kcal/mol
max |F|: 0.07824 Eh/bohr
structure (SMILES): N=C=O.N#CO

Last column: Löwdin charge in e.
CARTESIAN COORDINATES (ANGSTROEM)
C: 0.3034 1.8349 0.2060  -0.334
C: 3.1832 -0.5435 -0.4047  -0.451
N: 2.9803 -0.8630 -1.4917  0.141
N: 1.5312 1.7769 0.2843  0.181
O: -0.8337 1.8241 0.3951  0.202
O: 3.4257 -0.3392 0.8109  0.138
H: 2.0005 2.5204 -0.0522  0.041
H: 3.3238 0.4844 1.2213  0.083